A 11-piece molecular cluster, C32H89F3N13O13S overall at a distorted geometry, computed with ωB97M-V/def2-TZVPD.

Last column: Mulliken charge in e.
Atoms and positions in Å:
1 C 0.0228 -0.9338 -0.8832  -0.370
2 F -0.6564 -1.1096 -2.0202  -0.179
3 F -0.6902 -1.4155 0.1089  0.472
4 F 1.1907 -1.5682 -0.9914  -0.084
5 S 0.3796 0.8735 -0.6470  0.733
6 O 1.3679 0.9695 0.4102  -0.478
7 O 0.8341 1.3477 -1.9446  0.262
8 O -0.8956 1.4615 -0.2540  -0.346
9 C 4.4257 2.7280 -1.5580  0.451
10 O 5.4533 3.3192 -1.9089  -0.770
11 N 3.6704 2.0197 -2.4399  0.024
12 N 3.9643 2.7584 -0.2867  -0.132
13 H 2.7305 1.6803 -2.2190  -0.338
14 H 3.9912 2.0204 -3.3887  0.145
15 H 3.0460 2.4062 -0.0865  0.023
16 H 4.4749 3.2093 0.4472  0.176
17 C -3.3812 0.8914 2.2127  0.419
18 O -3.9410 0.6677 3.2896  -0.738
19 N -2.6845 2.0426 1.9636  -0.226
20 N -3.4900 0.0985 1.1093  -0.024
21 H -2.4726 2.5998 2.7738  0.227
22 H -2.0998 2.0951 1.1444  0.231
23 H -3.0776 0.4150 0.2492  -0.032
24 H -4.3174 -0.4750 1.1021  0.189
25 C 3.4097 -2.4883 -4.2696  0.437
26 O 3.9063 -3.6046 -4.3360  -0.694
27 N 3.5593 -1.5992 -3.2374  -0.211
28 N 2.4661 -2.0413 -5.1616  -0.323
29 H 3.9729 -1.7120 -2.3292  0.201
30 H 2.9626 -0.7882 -3.2105  0.059
31 H 2.2788 -2.5845 -5.9816  0.196
32 H 1.9946 -1.1529 -4.9969  0.445
33 C -1.1267 0.8039 -4.8008  -1.214
34 C 0.1716 0.9904 -5.5603  0.484
35 C 0.2307 2.3326 -6.2922  -1.159
36 O 0.3235 3.4188 -5.3728  -0.278
37 C 0.4898 4.6368 -6.0855  -0.992
38 N 1.3099 0.6946 -4.6502  -0.042
39 H -2.0324 0.8766 -5.3994  0.519
40 H -1.1097 1.5606 -4.0112  0.109
41 H -1.1030 -0.1845 -4.3413  0.186
42 H 0.2228 0.1642 -6.2807  0.184
43 H -0.7400 2.3773 -6.8007  0.429
44 H 1.0877 2.4256 -6.9648  0.507
45 H -0.4485 4.8489 -6.6085  0.333
46 H 1.2961 4.5380 -6.8174  0.331
47 H 0.7073 5.4867 -5.4421  0.360
48 H 1.0370 1.0451 -3.7189  -0.465
49 H 2.1187 1.2714 -4.8716  0.216
50 C 4.0002 -1.9974 0.9290  -1.678
51 C 2.7144 -2.1803 1.6914  3.174
52 C 2.8859 -3.2166 2.8206  -1.076
53 O 3.5954 -4.2968 2.2604  -0.263
54 C 3.7151 -5.4629 3.0155  -0.886
55 N 2.2419 -0.9058 2.2429  -0.687
56 H 4.8953 -1.9601 1.5559  0.340
57 H 3.9765 -1.0926 0.3157  0.292
58 H 4.2533 -2.8248 0.2625  0.281
59 H 1.9115 -2.5146 1.0284  -1.571
60 H 1.9275 -3.4543 3.2965  0.158
61 H 3.4964 -2.6975 3.5715  0.555
62 H 4.1015 -5.2683 4.0222  0.354
63 H 4.3683 -6.1737 2.5083  0.274
64 H 2.7500 -5.9842 3.0901  0.274
65 H 1.2897 -1.0484 2.5766  -0.149
66 H 2.1430 -0.2030 1.4996  0.316
67 C -3.7194 -2.9569 -0.6660  -0.645
68 C -4.0014 -4.3440 -1.1841  0.246
69 C -4.8168 -4.4141 -2.4706  -0.840
70 O -6.1718 -3.9733 -2.3925  -0.360
71 C -6.9581 -4.6266 -1.4178  -0.635
72 N -2.6644 -4.8861 -1.5204  -0.584
73 H -3.2993 -2.3117 -1.4447  0.145
74 H -3.0337 -2.8676 0.1735  -0.049
75 H -4.5947 -2.3527 -0.3955  0.423
76 H -4.4049 -5.0295 -0.4291  0.363
77 H -4.7829 -5.3933 -2.9604  0.357
78 H -4.3323 -3.7533 -3.1921  0.315
79 H -6.4098 -4.6797 -0.4787  0.267
80 H -7.3907 -5.5390 -1.8413  0.275
81 H -7.8573 -4.0447 -1.1911  0.235
82 H -2.0623 -4.8784 -0.6708  0.323
83 H -2.7067 -5.9003 -1.6325  0.232
84 C 1.2591 4.2538 2.5617  -0.685
85 C 1.3773 5.7530 2.8690  1.119
86 C 1.5729 6.0151 4.3535  -0.949
87 O 1.5429 7.4254 4.5485  -0.304
88 C 2.1716 7.8139 5.7521  -0.781
89 N 2.4502 6.3741 2.0881  -0.818
90 H 0.2012 3.9792 2.5765  0.185
91 H 1.7020 3.5159 3.2343  0.653
92 H 1.6326 4.0376 1.5619  -0.467
93 H 0.4090 6.2007 2.6124  -0.119
94 H 2.5555 5.6386 4.6571  0.451
95 H 0.7907 5.5061 4.9265  0.365
96 H 1.6972 7.3071 6.5973  0.303
97 H 2.0632 8.8987 5.7654  0.238
98 H 3.2479 7.6078 5.7536  0.323
99 H 2.2644 7.3687 2.0176  0.300
100 H 2.3993 6.0314 1.1337  0.222
101 C -1.6583 4.4099 -2.4952  -0.769
102 C -0.3237 5.0644 -2.1843  0.319
103 C -0.1022 5.0213 -0.6408  0.470
104 O -1.3232 5.1529 0.0986  -0.319
105 C -1.6926 6.5092 0.2448  -0.933
106 N 0.7946 4.2975 -2.7305  -0.413
107 H -1.6416 3.3593 -2.1975  -0.272
108 H -1.7817 4.3351 -3.5815  0.291
109 H -2.4800 4.9565 -2.0367  0.446
110 H -0.2066 6.0945 -2.5297  0.429
111 H 0.5147 5.8793 -0.3474  0.340
112 H 0.4409 4.1440 -0.2956  -0.651
113 H -2.4710 6.5092 1.0225  0.294
114 H -2.2670 6.9036 -0.5974  0.278
115 H -0.8962 7.0850 0.7188  0.351
116 H 0.6193 3.3516 -2.4067  -0.427
117 H 0.8118 4.1226 -3.7377  0.708
118 C 0.0717 -1.1046 5.0802  -1.456
119 C -0.9020 -2.0129 4.3839  0.319
120 C -2.3453 -1.9724 4.8944  -0.819
121 O -3.1068 -2.8898 4.1650  -0.086
122 C -4.4643 -2.7760 4.5359  -0.866
123 N -0.9364 -1.5682 2.9658  1.172
124 H 0.0687 -0.0905 4.6818  0.260
125 H 1.0909 -1.4677 4.9126  0.271
126 H 0.0521 -1.0780 6.1733  0.410
127 H -0.6323 -3.0725 4.3392  0.343
128 H -2.6699 -0.9289 4.7602  0.331
129 H -2.3745 -2.1156 5.9854  0.467
130 H -4.5720 -2.8599 5.6243  0.323
131 H -5.0686 -3.6007 4.1561  0.252
132 H -4.8879 -1.8254 4.2021  0.309
133 H -1.4293 -0.6796 2.9990  -0.240
134 H -1.4482 -2.1882 2.3648  -0.956
135 C 2.5156 -5.4314 -0.7017  -1.279
136 C 0.9963 -5.4307 -0.7138  0.380
137 C 0.4119 -5.1109 0.6562  0.960
138 O -1.0279 -5.2657 0.6766  -0.599
139 C -1.6405 -4.7885 1.8524  0.025
140 N 0.5417 -4.4692 -1.7373  -0.554
141 H 2.9232 -5.2054 -1.6872  0.402
142 H 2.8889 -6.3661 -0.2768  0.405
143 H 2.9606 -4.6686 -0.0568  -0.039
144 H 0.6245 -6.4036 -1.0471  0.372
145 H 0.6243 -4.1113 1.0531  -0.887
146 H 0.8096 -5.7531 1.4559  0.267
147 H -1.0361 -5.0590 2.7313  0.479
148 H -2.6605 -5.0969 2.0538  0.285
149 H -1.4618 -3.7172 1.8344  -0.731
150 H 0.9893 -3.5823 -1.5275  0.054
151 H -0.4690 -4.4174 -1.7168  0.222

The largest force on an atom is 2.367 eV Å⁻¹. The total charge is -1. The calculation puts the total energy at -99606.4683 eV. The calculation puts the LUMO energy at 2.2 eV. As for the orbital gap: 8.55 eV.